{"formula": "C8H10CuFN", "method": "wB97M-V/def2-TZVPD", "elements": ["Cu", "F", "N", "C", "C", "C", "C", "C", "C", "C", "C", "H", "H", "H", "H", "H", "H", "H", "H", "H", "H"], "positions_angstrom": [[-0.15, -0.73, 0.52], [0.53, -1.55, 2.09], [-1.14, -1.46, -0.83], [0.05, 1.69, 0.22], [0.43, -0.81, -2.64], [1.95, -0.87, -0.64], [0.78, -1.07, -1.36], [0.44, 1.45, 1.59], [-1.30, 1.26, 0.05], [-0.67, 0.81, 2.25], [-1.77, 0.71, 1.30], [1.06, -0.40, -3.44], [-0.68, 0.41, 3.27], [-2.73, 0.28, 1.51], [2.28, 0.18, -0.57], [-1.42, -2.46, -0.72], [0.68, 2.11, -0.53], [-1.84, 1.23, -0.86], [2.68, -1.65, -0.35], [1.42, 1.64, 2.03], [-0.61, -0.78, -2.89]], "nbo_charge": [1.32, -0.91, -1.17, -0.40, -0.55, -0.84, 0.06, -0.38, -0.35, -0.35, -0.41, 0.14, 0.20, 0.19, 0.20, 0.28, 0.19, 0.21, 0.19, 0.19, 0.19], "orbital_gap_ha": [0.195, 0.184], "s_squared": 0.763, "lumo_energy_ha": [0.2509, 0.2518], "multiplicity": 2, "charge": -2, "de_lowest_ev": 0.0000}



{"formula": "C8H10FOP", "method": "wB97M-V/def2-TZVPD", "elements": ["P", "F", "O", "C", "C", "C", "C", "C", "C", "C", "C", "H", "H", "H", "H", "H", "H", "H", "H", "H", "H"], "positions_angstrom": [[-0.77, -1.62, 1.14], [0.16, -2.56, 0.14], [-2.71, -0.79, -1.04], [0.43, 2.02, 2.24], [-1.40, -1.68, -2.78], [-2.45, -0.75, -2.20], [2.25, 1.19, 0.93], [-0.32, 0.94, 1.96], [1.81, 2.08, 1.82], [1.48, -0.04, 0.53], [0.13, -0.17, 1.12], [-0.66, -0.99, -3.31], [-2.03, -2.26, -3.51], [-1.25, 0.94, 2.25], [2.37, 2.95, 2.07], [1.43, -0.36, -0.54], [0.06, 2.87, 2.81], [2.13, -0.95, 0.70], [-0.96, -2.09, -1.95], [3.21, 1.40, 0.64], [-2.90, -0.11, -3.02]], "nbo_charge": [1.03, -0.60, -0.53, -0.20, -0.72, 0.46, -0.14, -0.20, -0.24, -0.52, -0.46, 0.22, 0.24, 0.20, 0.21, 0.25, 0.21, 0.26, 0.24, 0.20, 0.09], "orbital_gap_ha": 0.271, "lumo_energy_ha": -0.0015, "smiles": "F/P=C1/C=CC=CC1.CC=O", "de_lowest_ev": 2.0586}



{"formula": "C8H10KN2O12S3", "method": "wB97M-V/def2-TZVPD", "elements": ["K", "S", "S", "S", "O", "O", "O", "O", "O", "O", "O", "O", "O", "O", "O", "O", "N", "N", "C", "C", "C", "C", "C", "C", "C", "C", "H", "H", "H", "H", "H", "H", "H", "H", "H", "H"], "positions_angstrom": [[-0.44, -0.32, -0.08], [2.30, 1.40, 1.36], [-2.81, -2.37, -1.23], [-1.78, 2.96, 0.45], [1.85, -0.03, 1.22], [-3.08, -3.59, -2.08], [-3.16, 3.41, 0.83], [-0.92, 4.17, 0.28], [1.93, 1.92, 2.70], [-1.88, 2.08, -0.76], [1.60, 2.22, 0.34], [-1.91, -2.76, -0.11], [-4.11, -1.86, -0.74], [-2.09, -1.33, -2.03], [-1.14, 2.14, 1.52], [3.78, 1.49, 1.14], [-0.22, 2.13, -2.76], [1.03, -1.98, 2.72], [0.39, 0.95, -3.03], [1.25, -2.08, 4.06], [0.73, -3.28, 4.49], [0.20, -3.95, 3.35], [0.14, 3.03, -3.70], [1.00, 2.43, -4.61], [0.44, -3.11, 2.27], [1.17, 1.09, -4.16], [1.41, 2.90, -5.49], [0.23, 0.05, -2.45], [-0.92, 2.20, -1.93], [1.74, -1.30, 4.62], [0.52, -3.63, 5.50], [1.46, -1.22, 2.09], [0.22, -3.21, 1.22], [-0.30, 4.01, -3.70], [-0.36, -4.87, 3.34], [1.75, 0.31, -4.64]], "nbo_charge": [0.94, 2.57, 2.56, 2.57, -1.16, -1.16, -1.14, -1.11, -1.10, -1.10, -1.05, -1.15, -1.11, -1.12, -1.09, -1.14, -0.48, -0.49, -0.01, -0.08, -0.39, -0.37, -0.07, -0.40, -0.05, -0.37, 0.16, 0.21, 0.49, 0.20, 0.16, 0.49, 0.24, 0.18, 0.18, 0.17], "orbital_gap_ha": 0.131, "lumo_energy_ha": 0.3735, "charge": -5}